1.
The molecule C2H4N2O2. Source: the OMol25 dataset; level of theory: ωB97M-V with the def2-TZVPD basis set.

XYZ file:
```
10
C2H4N2O2, DFT ωB97M-V with the def2-TZVPD basis set
N 1.920 -0.015 -0.188
C 0.774 -0.330 0.500
O 0.755 -0.870 1.577
N -0.395 0.014 -0.223
C -1.586 -0.107 0.401
O -2.533 0.241 -0.472
H 2.760 -0.111 0.363
H 1.902 0.760 -0.833
H -0.308 0.306 -1.199
H -3.353 0.140 0.031
```

Its calculated total energy is -9213.2015 eV. The HOMO energy comes out at -9.1 eV. The HOMO-LUMO gap comes out at 9.79 eV. The value obtained for the molecular weight is 88.07 g mol⁻¹.

natural (NBO) atomic charge list, values in e, 5 entries:
1 N -0.839
2 C 0.789
3 O -0.573
4 N -0.699
5 C 0.327

***

2.
The molecule C2H4N2O2. Source: the OMol25 dataset; level of theory: ωB97M-V with the def2-TZVPD basis set.

XYZ file:
```
10
C2H4N2O2, DFT ωB97M-V with the def2-TZVPD basis set
C -0.235 -0.688 0.199
C -0.994 0.236 -0.544
N 0.225 0.728 0.495
N 1.342 0.963 0.731
O 0.833 -1.405 -0.190
O 2.003 2.077 0.814
H -0.747 -1.057 1.169
H 0.600 -2.029 -1.040
H -1.090 0.700 -1.484
H -1.937 0.474 -0.149
```

Its calculated total energy is -9205.3227 eV. The HOMO energy (alpha / beta) comes out at -6.4 / -10.2 eV. As for the expectation value of S²: 2.029. The HOMO-LUMO gap (alpha / beta) comes out at 6.80 / 9.31 eV. As for the multiplicity: 3. The value obtained for the molecular weight is 88.07 g mol⁻¹.

natural (NBO) atomic charge list, values in e, 5 entries:
1 C 0.220
2 C -0.357
3 N -0.229
4 N 0.230
5 O -0.681

***

3.
A structure of composition C2H4N2O2S. Source: the OMol25 dataset; level of theory: ωB97M-V with the def2-TZVPD basis set.

XYZ file:
```
11
C2H4N2O2S, DFT ωB97M-V with the def2-TZVPD basis set
C -0.597 0.165 0.256
C 0.221 -0.852 0.832
H 1.497 2.269 0.749
H -0.256 1.578 -1.123
H -0.058 -1.629 1.596
H 2.421 -1.195 -1.169
N -0.155 1.437 0.228
N 1.213 -1.459 0.277
O 1.290 1.517 0.076
O 1.776 -0.605 -0.773
S -2.081 -0.253 -0.283
```

Its calculated total energy is -20042.7601 eV. The HOMO energy comes out at -9.0 eV. The HOMO-LUMO gap comes out at 8.35 eV. The value obtained for the molecular weight is 120.13 g mol⁻¹.

natural (NBO) atomic charge list, values in e, 5 entries:
1 C -0.018
2 C -0.077
3 H 0.475
4 H 0.408
5 H 0.252

***

4.
A cluster of 2 separate species, C2H4N2O2S in total. Source: the OMol25 dataset; level of theory: ωB97M-V with the def2-TZVPD basis set.

XYZ file:
```
11
C2H4N2O2S, DFT ωB97M-V with the def2-TZVPD basis set
C 0.110 0.837 -1.285
C -0.713 -0.945 1.254
H 1.885 2.082 0.164
H 1.296 0.210 0.183
H -0.649 -2.191 -0.289
H -1.285 0.023 1.570
N 1.249 0.810 -0.670
N -0.379 -1.146 -0.061
O -0.767 -0.298 -1.203
O -0.136 -1.651 2.310
S -0.610 2.267 -1.972
```

Its calculated total energy is -20041.9457 eV. The HOMO energy comes out at -8.9 eV. The HOMO-LUMO gap comes out at 6.75 eV. The value obtained for the molecular weight is 120.13 g mol⁻¹.

natural (NBO) atomic charge list, values in e, 5 entries:
1 C 0.363
2 C 0.442
3 H 0.418
4 H 0.408
5 H 0.430

***

Sequential energy above the lowest of the compared OMol25 structures with the same formula, charge and spin output: 195.0, 441.9, 648.6, 727.2 kJ/mol